Density functional theory data (ωB97M-V with the def2-TZVPD basis set) for C28H35CaN6O4PS as an isolated structure in a non-equilibrium geometry.

Its energy is -3134.79240 a.u. As for the frontier orbital gap: 6.938 eV. Its HOMO energy is -6.74 eV.

Positions of all 76 atoms, in Å:
Ca (14.27562, 11.13850, 8.18647)
S (13.43711, 11.55438, 13.45002)
P (14.11596, 7.37244, 7.98197)
O (12.13666, 11.74886, 7.87750)
O (16.48571, 11.57479, 7.54977)
O (14.07673, 8.85062, 7.81968)
O (19.13242, 11.74036, 8.05368)
N (12.63166, 13.83292, 6.91950)
N (14.24578, 11.47113, 10.99066)
N (12.59481, 6.82228, 8.04235)
N (13.94839, 13.37266, 7.14546)
N (15.04576, 6.69208, 6.85603)
N (14.79101, 6.81333, 9.38001)
C (7.64546, 13.33950, 7.34755)
C (19.18341, 13.98478, 7.38902)
C (14.90921, 14.10610, 6.77980)
C (15.34164, 7.38691, 5.58993)
C (12.35682, 5.39527, 8.30810)
C (16.38486, 13.92700, 6.94093)
C (18.46038, 12.81656, 7.55028)
C (17.33716, 12.61742, 13.52401)
C (11.41437, 7.69494, 8.00838)
C (19.07597, 10.47760, 7.40191)
C (18.53043, 15.12361, 6.94416)
C (17.16562, 15.08646, 6.72139)
C (9.79713, 14.43980, 7.26218)
C (17.60523, 12.61723, 12.15362)
C (9.62581, 12.04034, 7.21609)
C (13.19784, 11.29420, 11.74589)
C (15.09012, 11.96895, 13.12407)
C (16.09672, 12.28083, 14.02266)
C (8.40584, 14.49919, 7.31260)
C (14.09937, 7.21151, 10.62320)
C (15.34648, 5.24377, 6.87163)
C (15.34888, 11.90293, 11.74705)
C (11.83180, 12.91752, 7.36589)
C (10.39322, 13.17827, 7.25948)
C (17.06160, 12.73518, 7.34538)
C (16.62367, 12.24464, 11.24819)
C (8.25660, 12.09463, 7.27700)
C (16.21795, 7.17525, 9.50079)
H (16.11303, 6.83691, 5.03435)
H (19.06035, 16.04860, 6.79528)
H (13.03499, 7.17884, 10.51076)
H (20.24362, 14.01191, 7.57223)
H (13.29684, 4.85091, 8.37726)
H (7.91787, 15.45997, 7.44392)
H (16.67719, 16.01743, 6.42338)
H (12.22714, 11.03938, 11.35487)
H (20.11958, 10.11948, 7.35686)
H (14.66344, 15.07138, 6.32478)
H (14.82811, 4.66748, 6.13321)
H (18.47098, 9.82195, 7.99398)
H (15.15186, 4.86130, 7.85542)
H (15.92917, 12.31147, 15.09809)
H (18.12687, 12.85255, 14.22872)
H (10.88016, 7.68101, 8.98164)
H (7.65116, 11.20403, 7.34279)
H (16.70838, 6.49904, 10.19666)
H (16.42389, 5.15499, 6.72459)
H (14.48282, 7.48983, 4.92180)
H (10.76064, 7.38339, 7.19003)
H (10.17177, 11.09491, 7.28196)
H (16.71978, 7.13075, 8.53914)
H (16.82622, 12.25896, 10.18594)
H (15.72477, 8.39268, 5.80844)
H (16.29283, 8.19712, 9.91847)
H (11.76886, 4.95061, 7.47081)
H (18.59414, 12.90864, 11.78795)
H (14.42588, 6.56545, 11.42107)
H (14.37295, 8.24307, 10.88240)
H (10.39160, 15.35995, 7.27659)
H (6.56933, 13.44044, 7.46923)
H (18.73000, 10.50141, 6.36424)
H (11.83046, 5.26588, 9.27177)
H (11.72694, 8.73859, 7.85967)